Record 1
Entry from the Open Molecules 2025 dataset: 2 unconnected molecules or ions with the total composition C5H9FN in a non-equilibrium geometry (ωB97M-V with the def2-TZVPD basis set).

Atoms and positions in Å:
1 C -0.904 -2.765 0.301
2 C -1.470 1.740 0.345
3 C 3.443 -0.234 0.028
4 C -1.587 0.524 -0.590
5 C -0.493 -0.447 -0.386
6 N -0.644 -1.621 0.112
7 F 0.766 -0.064 -0.619
8 H -1.049 -3.465 1.090
9 H -2.302 2.407 0.147
10 H -1.514 1.435 1.386
11 H -0.545 2.281 0.169
12 H 3.440 -0.367 1.092
13 H 3.511 -1.084 -0.625
14 H 3.426 0.754 -0.391
15 H -1.536 0.885 -1.623
16 H -2.541 0.020 -0.438

Output
**E_HOMO (alpha / beta)**: -14.79 / -11.68 eV
**Net charge**: +1
**F_max**: 2.185 eV Å⁻¹
**Frontier orbital gap (alpha / beta)**: 9.53 / 4.57 eV
**Relative energy (zero: lowest compared OMol25 entry of this formula, charge and spin)**: 4.551 eV

These are the natural (NBO) partial charges, in e, on atoms 1 to 4: number 1, C, carries 0.428; number 2, C, carries -0.592; number 3, C, carries -0.501; number 4, C, carries -0.507

***

Record 2
Entry from the Open Molecules 2025 dataset: a molecular structure, C5H9FN in a non-equilibrium geometry (ωB97M-V with the def2-TZVPD basis set).

Atoms and positions in Å:
1 C 1.163 1.547 -0.332
2 C -1.063 0.739 -0.252
3 C -0.332 -0.913 1.429
4 C 0.667 -0.680 -1.021
5 C -0.457 -0.619 -0.049
6 N 1.565 0.369 -0.822
7 F 1.707 2.670 -0.167
8 H -0.038 1.573 -0.171
9 H -1.395 0.763 -1.298
10 H -1.656 1.071 0.538
11 H 0.256 -1.852 1.678
12 H -1.286 -1.106 1.873
13 H 0.196 -0.083 1.992
14 H 1.380 -1.536 -1.024
15 H 0.393 -0.592 -1.998
16 H -1.099 -1.351 -0.377

Output
**E_HOMO**: -15.95 eV
**Net charge**: +1
**F_max**: 9.012 eV Å⁻¹
**Frontier orbital gap**: 9.20 eV
**Relative energy (zero: lowest compared OMol25 entry of this formula, charge and spin)**: 3.887 eV

These are the natural (NBO) partial charges, in e, on atoms 1 to 4: number 1, C, carries 0.683; number 2, C, carries -0.184; number 3, C, carries -0.627; number 4, C, carries -0.256

***

Record 3
Entry from the Open Molecules 2025 dataset: a molecular structure, C5H9FN2 in a non-equilibrium geometry (ωB97M-V with the def2-TZVPD basis set).

Atoms and positions in Å:
1 C 0.414 -1.128 1.222
2 C 0.405 0.475 1.502
3 C -0.877 1.139 1.137
4 C 0.306 0.286 -1.100
5 C -0.916 -0.341 -2.018
6 H 1.409 -1.254 0.316
7 H -0.582 -1.622 0.863
8 H 0.964 -1.697 2.191
9 H 1.312 0.850 2.085
10 H -1.892 0.672 0.956
11 H -1.103 2.199 1.480
12 H 2.371 0.756 -1.054
13 H -1.169 0.639 -2.872
14 H -0.482 -1.541 -2.491
15 N 0.168 1.041 0.165
16 N 1.560 0.142 -1.596
17 F -1.887 -0.615 -0.786

Output
**E_HOMO**: -9.05 eV
**F_max**: 4.812 eV Å⁻¹
**Frontier orbital gap**: 9.81 eV
**Relative energy (zero: lowest compared OMol25 entry of this formula, charge and spin)**: 7.067 eV

These are the natural (NBO) partial charges, in e, on atoms 1 to 4: number 1, C, carries -0.678; number 2, C, carries -0.070; number 3, C, carries -0.238; number 4, C, carries 0.417

***

Record 4
Entry from the Open Molecules 2025 dataset: 2 unconnected molecules or ions with the total composition C5H9FO in a non-equilibrium geometry (ωB97M-V with the def2-TZVPD basis set).

Atoms and positions in Å:
1 C -0.467 0.536 -0.026
2 C 0.569 0.012 -0.886
3 C -0.282 0.471 1.475
4 C -1.917 0.463 -0.463
5 C 1.304 -0.921 -1.470
6 O 0.489 1.363 -0.752
7 F 2.333 -1.349 1.040
8 H -0.687 -0.421 2.021
9 H -0.844 1.212 1.853
10 H 0.762 0.745 1.674
11 H -1.992 0.543 -1.519
12 H -2.407 1.308 -0.180
13 H -2.347 -0.528 0.056
14 H 1.133 -2.011 -1.324
15 H 2.078 -0.736 0.400
16 H 2.275 -0.685 -1.897

Output
**E_HOMO**: -9.75 eV
**F_max**: 3.938 eV Å⁻¹
**Frontier orbital gap**: 10.56 eV
**Relative energy (zero: lowest compared OMol25 entry of this formula, charge and spin)**: 2.441 eV

These are the natural (NBO) partial charges, in e, on atoms 1 to 4: number 1, C, carries 0.202; number 2, C, carries 0.278; number 3, C, carries -0.632; number 4, C, carries -0.619

***

Record 5
Entry from the Open Molecules 2025 dataset: a single C5H9FO molecule in a non-equilibrium geometry (ωB97M-V with the def2-TZVPD basis set).

Atoms and positions in Å:
1 C 0.092 -0.210 -1.709
2 C -0.360 0.497 -0.412
3 C -1.696 -0.092 -0.023
4 C 0.603 0.449 0.781
5 C 1.083 -0.604 1.391
6 H 0.943 0.320 -2.194
7 H -0.859 -0.212 -2.297
8 H 0.459 -1.244 -1.612
9 H -2.457 -0.151 -0.819
10 H -2.257 0.438 0.770
11 H -1.629 -1.162 0.241
12 H -0.652 2.430 -0.028
13 H 0.881 1.392 1.160
14 H 1.665 -0.605 2.380
15 O -0.449 1.903 -0.807
16 F 1.019 -1.853 0.966

Output
**E_HOMO**: -9.79 eV
**F_max**: 3.185 eV Å⁻¹
**Frontier orbital gap**: 10.67 eV
**Relative energy (zero: lowest compared OMol25 entry of this formula, charge and spin)**: 1.145 eV

These are the natural (NBO) partial charges, in e, on atoms 1 to 4: number 1, C, carries -0.619; number 2, C, carries 0.209; number 3, C, carries -0.639; number 4, C, carries -0.322

***

Record 6
Entry from the Open Molecules 2025 dataset: 2 unconnected molecules or ions with the total composition C5H9FO in a non-equilibrium geometry (ωB97M-V with the def2-TZVPD basis set).

Atoms and positions in Å:
1 C 0.470 0.134 0.163
2 C -0.578 -0.811 -0.317
3 C 0.335 1.567 -0.240
4 C 1.883 -0.391 0.497
5 C -1.103 -1.636 -1.219
6 O -0.626 -0.454 1.006
7 F -2.870 0.605 1.056
8 H 1.052 1.748 -1.013
9 H 0.405 2.242 0.513
10 H -0.659 1.766 -0.762
11 H 1.864 -1.337 0.821
12 H 2.169 0.272 1.302
13 H 2.634 -0.451 -0.383
14 H -0.664 -1.660 -2.214
15 H -2.321 0.720 1.868
16 H -1.989 -2.315 -1.080

Output
**E_HOMO (alpha / beta)**: -4.52 / -10.33 eV
**Multiplicity**: 3
**F_max**: 10.663 eV Å⁻¹
**<S²>**: 2.007
**Frontier orbital gap (alpha / beta)**: 5.32 / 8.70 eV
**Relative energy (zero: lowest compared OMol25 entry of this formula, charge and spin)**: 3.234 eV

These are the natural (NBO) partial charges, in e, on atoms 1 to 4: number 1, C, carries 0.215; number 2, C, carries 0.142; number 3, C, carries -0.641; number 4, C, carries -0.632

***

Record 7
Entry from the Open Molecules 2025 dataset: a single C5H9IN2O4S molecule in a non-equilibrium geometry (ωB97M-V with the def2-TZVPD basis set).

Atoms and positions in Å:
1 C -1.442 1.287 -0.558
2 C -0.172 0.885 -1.173
3 C 0.146 0.103 0.139
4 C 1.003 0.641 1.353
5 C 0.019 -1.444 -0.067
6 N -1.418 0.596 0.607
7 N -0.258 0.226 -2.409
8 O -3.581 1.547 1.457
9 O -2.308 2.034 -0.928
10 O -1.955 0.675 3.028
11 O -1.483 2.742 1.922
12 S -2.079 1.440 1.871
13 I 1.030 2.645 -1.272
14 H 0.523 0.217 2.381
15 H 0.834 1.704 1.384
16 H 2.065 0.489 1.266
17 H -0.156 -1.925 0.892
18 H 0.922 -1.960 -0.467
19 H -0.767 -1.506 -0.897
20 H 0.574 0.115 -2.950
21 H -0.922 0.820 -2.935
22 H -3.721 2.069 0.742

Output
**E_HOMO**: -9.81 eV
**F_max**: 5.317 eV Å⁻¹
**Frontier orbital gap**: 9.62 eV
**Relative energy (zero: lowest compared OMol25 entry of this formula, charge and spin)**: 0.000 eV

These are the natural (NBO) partial charges, in e, on atoms 1 to 4: number 1, C, carries 0.638; number 2, C, carries -0.082; number 3, C, carries 0.266; number 4, C, carries -0.669

***

Record 8
Entry from the Open Molecules 2025 dataset: a gas-phase ion, C5H9IN3 (charge +1) in a non-equilibrium geometry (ωB97M-V with the def2-TZVPD basis set).

Atoms and positions in Å:
1 C 0.323 0.550 2.136
2 C 1.711 -0.130 -0.487
3 C -0.566 -0.284 0.006
4 C -1.726 -1.168 -0.562
5 C 0.125 1.018 -1.949
6 N -0.453 -0.191 1.370
7 N 0.479 0.102 -0.794
8 N 2.449 -0.127 0.450
9 I 0.451 0.291 4.245
10 H -1.629 -2.059 -0.074
11 H -2.590 -0.690 -0.276
12 H -1.469 -1.272 -1.568
13 H -0.353 0.391 -2.719
14 H -0.703 1.666 -1.570
15 H 1.012 1.531 -2.204
16 H -1.406 -0.362 1.645
17 H 3.396 -0.547 0.720
18 H 0.948 1.281 1.629

Output
**E_HOMO (alpha / beta)**: -11.29 / -11.39 eV
**Net charge**: +1
**F_max**: 4.619 eV Å⁻¹
**Frontier orbital gap (alpha / beta)**: 6.62 / 6.90 eV
**Relative energy (zero: lowest compared OMol25 entry of this formula, charge and spin)**: 4.730 eV

These are the natural (NBO) partial charges, in e, on atoms 1 to 4: number 1, C, carries -0.171; number 2, C, carries 0.573; number 3, C, carries 0.280; number 4, C, carries -0.619

***

Record 9
Entry from the Open Molecules 2025 dataset: 2 unconnected molecules or ions with the total composition C5H9INO in a non-equilibrium geometry (ωB97M-V with the def2-TZVPD basis set).

Atoms and positions in Å:
1 C -1.825 1.878 1.118
2 C -1.285 0.673 1.450
3 C -0.588 -1.508 0.780
4 C 0.705 -2.472 -0.914
5 C 1.235 0.827 -0.498
6 N -0.626 -0.234 0.660
7 O -0.188 0.443 -0.510
8 I -1.101 -2.751 2.365
9 H -2.333 2.471 1.874
10 H -1.656 2.342 0.140
11 H -1.405 0.428 2.564
12 H 0.093 -3.490 -0.966
13 H 1.570 -2.449 -0.306
14 H 0.614 -1.818 -1.721
15 H 1.396 1.293 0.497
16 H 1.345 1.418 -1.430
17 H 1.859 -0.100 -0.560

Output
**E_HOMO (alpha / beta)**: -13.76 / -13.76 eV
**Net charge**: +1
**F_max**: 5.559 eV Å⁻¹
**Frontier orbital gap (alpha / beta)**: 8.82 / 8.82 eV
**Relative energy (zero: lowest compared OMol25 entry of this formula, charge and spin)**: 4.928 eV

These are the natural (NBO) partial charges, in e, on atoms 1 to 4: number 1, C, carries -0.283; number 2, C, carries -0.123; number 3, C, carries 0.092; number 4, C, carries -0.305

***

Record 10
Entry from the Open Molecules 2025 dataset: a single C5H9INOP molecule in a non-equilibrium geometry (ωB97M-V with the def2-TZVPD basis set).

Atoms and positions in Å:
1 C 0.909 1.161 -0.338
2 C 1.339 -0.219 0.086
3 C -0.451 1.222 -0.987
4 C 0.167 -1.136 0.229
5 C -0.707 -1.006 1.434
6 N -0.882 -0.091 -1.334
7 O 0.347 -2.356 -0.298
8 P 1.911 2.487 -0.072
9 I -2.872 -0.477 -1.184
10 H 1.995 -0.642 -0.680
11 H 1.899 -0.151 1.023
12 H -1.127 1.768 -0.302
13 H -0.384 1.832 -1.903
14 H -0.153 -1.349 2.312
15 H -1.605 -1.617 1.340
16 H -0.994 0.029 1.601
17 H -0.464 -2.882 -0.240
18 H 1.072 3.428 -0.687

Output
**E_HOMO**: -7.97 eV
**F_max**: 3.240 eV Å⁻¹
**Frontier orbital gap**: 8.08 eV
**Relative energy (zero: lowest compared OMol25 entry of this formula, charge and spin)**: 0.626 eV

These are the natural (NBO) partial charges, in e, on atoms 1 to 4: number 1, C, carries -0.285; number 2, C, carries -0.565; number 3, C, carries -0.351; number 4, C, carries 0.593